1.
A structure of composition C27H40CoN2O2P2 in a non-equilibrium geometry. Source: the Open Molecules 2025 dataset; level of theory: wB97M-V/def2-TZVPD.

Output
Calculated total energy: -91915.4955 eV
Charge: +2
E_LUMO (spin up / spin down): -5.03 / -6.31 eV
Spin multiplicity: 4
F_max: 1.35 eV/A

Structure (XYZ):
```
74
Properties=species:S:1:pos:R:3:forces:R:3:mulliken_charge:R:1
Co 0.241 0.373 -0.195 -0.2 -0.1 0.9 0.277
N -2.210 -1.365 -1.259 -0.3 0.2 0.0 0.340
P -1.116 -0.333 -2.040 -0.3 -0.9 -0.9 1.213
C -2.265 0.346 -3.270 0.3 0.3 0.2 0.523
C -1.971 0.385 -4.632 0.0 -0.1 0.1 -0.286
C -2.908 0.890 -5.517 0.0 0.1 -0.1 -0.895
C -4.112 1.396 -5.050 0.0 -0.1 0.0 -0.590
C -4.391 1.390 -3.690 0.0 0.1 -0.1 -0.772
C -3.468 0.874 -2.800 0.1 -0.1 0.0 -0.543
C -0.047 -1.518 -2.928 -0.2 0.4 0.1 0.797
C -0.595 -2.402 -3.855 0.1 0.0 0.0 -0.859
C 0.230 -3.283 -4.531 -0.2 0.0 0.0 -0.818
C 1.594 -3.287 -4.278 0.0 0.1 0.1 -0.675
C 2.137 -2.431 -3.331 0.1 -0.1 0.0 -1.022
C 1.314 -1.559 -2.642 -0.3 0.2 0.1 -0.089
C -1.900 -1.920 -0.050 -0.2 -0.2 0.2 0.419
C -2.684 -2.956 0.471 0.1 0.0 0.1 -1.111
C -2.372 -3.469 1.707 0.1 0.2 -0.2 -0.415
C -1.269 -2.957 2.382 0.2 0.3 0.0 -1.161
C -0.558 -1.933 1.802 -0.1 -0.6 0.6 -0.546
N -0.848 -1.411 0.605 0.2 0.5 -0.3 0.238
H -3.027 -1.721 -1.744 0.2 0.0 0.0 0.350
H -1.034 -0.006 -5.006 0.0 0.0 0.0 0.484
H -2.693 0.892 -6.576 0.0 0.0 -0.1 0.466
H -4.836 1.791 -5.745 -0.1 0.0 -0.1 0.434
H -5.324 1.790 -3.326 -0.1 0.0 0.0 0.469
H -3.681 0.863 -1.739 -0.1 0.0 0.1 0.385
H -1.658 -2.382 -4.056 0.0 0.0 -0.1 0.482
H -0.192 -3.956 -5.262 0.0 -0.1 0.0 0.458
H 2.237 -3.961 -4.822 0.1 -0.1 -0.1 0.439
H 3.199 -2.445 -3.147 0.1 0.0 0.1 0.492
H 1.709 -0.890 -1.872 0.2 -0.1 -0.2 0.100
H -3.513 -3.336 -0.102 -0.1 0.0 -0.1 0.488
H -2.968 -4.251 2.146 -0.1 -0.2 0.0 0.470
H -0.973 -3.339 3.342 0.0 0.0 0.2 0.496
H 0.281 -1.502 2.317 0.1 0.0 0.0 0.587
C 2.740 -0.538 1.923 0.4 -0.3 0.0 -1.238
O 1.564 0.207 1.629 -0.5 0.1 -0.3 0.423
C 1.244 1.127 2.666 -0.3 0.6 0.1 -0.619
C -0.226 1.529 2.556 0.3 -0.3 0.4 -0.958
O -0.526 1.823 1.192 0.4 -0.3 0.0 0.357
C -1.729 2.565 1.044 -0.4 0.3 -0.1 -1.134
H 2.616 -1.098 2.856 -0.1 0.0 -0.1 0.403
H 3.605 0.123 2.027 -0.1 0.0 -0.1 0.339
H 2.900 -1.238 1.105 0.0 0.0 0.0 0.330
H 1.893 2.006 2.575 0.0 -0.1 0.0 0.359
H 1.415 0.665 3.647 0.0 0.1 -0.1 0.491
H -0.408 2.415 3.178 0.1 -0.1 -0.1 0.487
H -0.881 0.720 2.905 0.0 0.1 -0.1 0.472
H -2.565 2.056 1.534 0.1 0.0 -0.1 0.315
H -1.925 2.655 -0.024 0.0 0.0 0.0 0.285
H -1.614 3.566 1.475 0.0 -0.2 0.0 0.317
C 1.045 3.224 -4.069 0.0 -0.1 0.1 -1.651
C 0.481 2.279 -3.019 0.1 -0.1 0.3 -0.273
P 1.390 2.151 -1.410 0.5 0.8 -1.0 1.175
C 3.148 1.967 -1.962 -0.2 -0.2 0.3 -0.899
C 4.122 1.621 -0.841 0.0 0.0 0.0 -1.092
C 1.317 3.910 -0.835 0.0 -0.4 0.1 -0.784
C 1.813 4.158 0.581 0.0 0.1 -0.1 -0.804
H 0.380 3.228 -4.931 0.0 0.1 -0.1 0.483
H 2.025 2.901 -4.407 0.1 0.0 -0.1 0.320
H 1.128 4.239 -3.694 0.0 0.2 0.0 0.326
H 0.437 1.267 -3.438 0.0 0.1 0.0 0.057
H -0.543 2.574 -2.772 0.0 -0.1 0.0 0.404
H 3.454 2.901 -2.439 -0.1 -0.1 -0.1 0.615
H 3.164 1.172 -2.711 -0.1 0.1 -0.1 0.475
H 4.273 2.458 -0.165 0.0 0.0 0.1 0.321
H 5.094 1.362 -1.256 0.0 0.0 0.0 0.431
H 3.756 0.773 -0.268 0.1 -0.1 0.1 0.052
H 0.277 4.231 -0.924 0.0 0.0 -0.1 0.428
H 1.915 4.496 -1.540 -0.1 -0.1 -0.1 0.626
H 1.155 3.686 1.303 0.0 0.0 0.1 -0.099
H 1.835 5.226 0.784 0.0 0.0 0.1 0.469
H 2.819 3.775 0.724 0.1 0.0 0.1 0.167
```
Forces are in eV/Å.

=====

2.
The ion C6H10NO with charge +1 in a non-equilibrium geometry. Source: the Open Molecules 2025 dataset; level of theory: wB97M-V/def2-TZVPD.

Output
Calculated total energy: -9911.1977 eV
Charge: +1
E_LUMO: -4.88 eV
SMILES: C=C=[N+](C)/C=C(/C)O
F_max: 7.35 eV/A
Energy above the lowest of the compared OMol25 structures with the same formula, charge and spin: 3.196 eV

Structure (XYZ):
```
18
Properties=species:S:1:pos:R:3:forces:R:3:mulliken_charge:R:1
C -1.590 -0.166 -0.915 5.1 2.5 4.7 0.562
C -2.546 -0.418 -1.702 -0.7 -0.5 0.7 -0.585
C 1.397 -0.852 0.398 0.8 1.1 1.6 0.592
C 0.516 0.142 0.744 -1.0 -1.8 -2.7 -0.273
C 2.765 -1.015 1.181 -2.2 -1.3 -0.9 -1.199
C -1.195 1.891 0.150 -2.9 -1.1 -1.1 -0.982
N -0.757 0.461 -0.062 -1.1 -1.4 -1.6 -0.055
O 1.129 -1.737 -0.557 -1.3 1.3 -0.7 -0.418
H -3.516 -0.650 -1.356 -1.0 -0.5 0.7 0.316
H -2.403 -0.529 -2.710 0.5 0.1 -2.6 0.289
H 0.785 0.953 1.340 0.1 1.0 0.9 0.358
H 2.560 -1.754 1.972 0.1 0.4 0.0 0.311
H 3.164 -0.106 1.582 -0.1 0.5 0.2 0.365
H 3.495 -1.501 0.548 0.1 0.1 -0.4 0.382
H -0.781 2.578 -0.543 1.2 0.4 -0.5 0.355
H -2.275 1.817 -0.215 1.2 0.7 1.2 0.339
H -1.096 2.194 1.180 0.0 -0.1 0.2 0.374
H 0.347 -1.309 -1.036 1.3 -1.5 0.3 0.267
```
Forces are in eV/Å.

=====

3.
A cluster of 2 separate species, CH3NO3 in total in a non-equilibrium geometry. Source: the Open Molecules 2025 dataset; level of theory: wB97M-V/def2-TZVPD.

Output
Calculated total energy: -8712.4874 eV
E_LUMO: -0.56 eV
F_max: 5.63 eV/A
Energy above the lowest of the compared OMol25 structures with the same formula, charge and spin: 4.479 eV

Structure (XYZ):
```
8
Properties=species:S:1:pos:R:3:forces:R:3:mulliken_charge:R:1
C -0.413 -0.173 0.481 -0.3 5.6 0.1 -0.282
N -0.018 -0.024 -0.901 -1.3 -1.4 -0.3 0.860
O 1.151 0.183 -1.010 2.6 0.1 -1.0 -0.593
O -0.826 -0.118 -1.801 -0.1 0.1 0.2 -0.549
O 0.523 -0.478 1.345 2.5 -1.1 -0.6 -0.426
H -0.433 1.482 0.289 -0.6 -3.1 1.0 0.186
H -1.421 -0.389 0.740 -0.6 -0.5 -0.3 0.409
H 1.438 -0.484 0.857 -2.2 0.3 0.9 0.395
```
Forces are in eV/Å.

=====

4.
A cluster of 2 separate species, C3H13N2O in total in a non-equilibrium geometry. Source: the Open Molecules 2025 dataset; level of theory: wB97M-V/def2-TZVPD.

Output
Calculated total energy: -8343.5041 eV
Charge: +1
E_LUMO: -2.97 eV
F_max: 2.51 eV/A
Energy above the lowest of the compared OMol25 structures with the same formula, charge and spin: 0.478 eV

Structure (XYZ):
```
19
Properties=species:S:1:pos:R:3:forces:R:3:mulliken_charge:R:1
C 0.063 0.942 -0.679 -0.5 -0.7 0.5 -0.720
C -0.985 1.203 0.416 0.6 -0.8 -0.6 -0.563
C -2.110 0.180 0.570 -1.5 -1.1 -1.4 -0.561
N -1.784 -1.260 0.509 2.3 0.6 0.7 -0.571
N 0.784 -0.370 -0.492 0.1 0.1 0.8 -0.221
H -0.340 0.821 -1.668 -0.4 0.5 -0.4 0.409
H 0.766 1.769 -0.611 0.3 -0.2 -0.4 0.343
H -0.399 1.319 1.319 -0.2 0.3 0.5 0.338
H -1.406 2.151 0.076 -0.2 0.1 0.6 0.321
H -2.756 0.286 -0.316 0.0 0.4 0.2 0.358
H -2.788 0.326 1.413 0.4 0.6 0.1 0.362
H -1.616 -1.709 1.402 -0.4 0.0 -0.3 0.210
H -2.264 -1.836 -0.143 -0.7 -0.2 -0.2 0.211
H 1.299 -0.612 -1.334 0.1 -0.2 0.1 0.359
H 0.088 -1.112 -0.232 -0.1 0.4 -0.1 0.352
H 1.475 -0.307 0.261 0.1 -0.1 -0.3 0.369
H 4.298 -0.467 -0.865 0.1 0.0 -0.3 0.323
H 4.058 -0.613 0.609 0.2 -0.1 0.4 0.320
O 3.619 -0.713 -0.236 -0.3 0.1 0.0 -0.637
```
Forces are in eV/Å.

=====

5.
The molecule C4H8N2OS in a non-equilibrium geometry. Source: the Open Molecules 2025 dataset; level of theory: wB97M-V/def2-TZVPD.

Output
Calculated total energy: -20138.0431 eV
E_LUMO: 0.61 eV
SMILES: CO[C@@H]1CN=CNS1
F_max: 4.73 eV/A
Energy above the lowest of the compared OMol25 structures with the same formula, charge and spin: 2.791 eV

Structure (XYZ):
```
16
Properties=species:S:1:pos:R:3:forces:R:3:mulliken_charge:R:1
C -0.198 -0.101 1.799 0.9 -0.4 0.1 -0.499
C -1.227 0.317 -0.294 -0.8 0.3 -0.4 -0.223
C -0.692 -0.921 -1.056 -2.7 1.2 1.0 -0.418
C 1.488 -0.161 -0.819 4.6 0.9 -0.1 -0.046
H 0.574 -0.861 1.135 -2.4 2.2 2.3 0.263
H -0.660 -0.620 2.700 1.3 0.5 -0.9 0.265
H 0.277 0.920 2.092 -0.2 -2.1 -0.2 0.182
H -2.256 0.480 -0.641 0.3 0.3 -0.2 0.420
H -1.116 -1.821 -0.606 -0.2 -0.1 0.0 0.315
H -1.133 -0.769 -2.034 0.0 -0.5 -0.5 0.363
H 2.625 -0.395 -0.866 -1.8 0.0 0.2 0.270
H 1.977 1.790 0.035 -1.3 -1.7 -1.1 0.263
N 0.667 -1.038 -1.118 2.0 -1.7 -0.8 -0.528
N 1.317 1.161 -0.517 -0.5 1.5 0.5 -0.207
O -1.376 0.268 1.079 0.5 -0.9 -0.1 -0.384
S -0.264 1.750 -0.889 0.1 0.5 0.2 -0.035
```
Forces are in eV/Å.

=====

6.
A cluster of 3 separate species, C2H9O2S in total in a non-equilibrium geometry. Source: the Open Molecules 2025 dataset; level of theory: wB97M-V/def2-TZVPD.

Output
Calculated total energy: -17151.2215 eV
Charge: -1
E_LUMO: 4.00 eV
F_max: 3.47 eV/A
Energy above the lowest of the compared OMol25 structures with the same formula, charge and spin: 0.582 eV

Structure (XYZ):
```
14
Properties=species:S:1:pos:R:3:forces:R:3:mulliken_charge:R:1
C 1.287 1.149 -1.034 -0.6 -0.5 -3.4 -1.107
C 0.930 -0.373 -0.944 -0.8 1.8 2.7 -0.491
S -0.795 -0.775 -0.318 0.7 0.9 -0.9 -0.719
H 0.676 1.813 -1.794 0.8 -1.5 1.4 0.124
H 1.262 1.618 -0.105 -0.3 0.7 1.7 0.391
H 2.324 1.226 -1.388 0.1 0.0 0.0 0.365
H 1.201 -0.939 -1.771 0.2 -0.7 -2.0 0.369
H 1.612 -0.728 -0.164 0.0 -0.1 0.1 0.222
H -0.970 3.296 -0.368 0.0 -0.2 0.0 0.305
H -1.017 2.022 0.431 0.1 -2.3 -0.3 0.302
O -1.081 2.948 0.520 -0.2 2.3 0.3 -0.658
H -0.191 -2.202 2.504 -0.2 0.1 0.2 0.284
H 0.081 -1.922 1.027 -0.1 -0.5 0.5 0.286
O 0.386 -2.504 1.804 0.3 0.0 -0.3 -0.673
```
Forces are in eV/Å.

=====

7.
A cluster of 3 separate species, C3H14NO2 in total in a non-equilibrium geometry. Source: the Open Molecules 2025 dataset; level of theory: wB97M-V/def2-TZVPD.

Output
Calculated total energy: -8917.1551 eV
Charge: +1
E_LUMO: -2.99 eV
F_max: 2.68 eV/A
Energy above the lowest of the compared OMol25 structures with the same formula, charge and spin: 0.631 eV

Structure (XYZ):
```
20
Properties=species:S:1:pos:R:3:forces:R:3:mulliken_charge:R:1
C -0.958 0.088 0.569 -0.1 0.3 -1.1 -0.641
C -0.761 -0.841 -0.695 0.7 1.5 0.9 -0.187
C -2.065 -1.404 -1.171 -2.2 1.6 0.2 -1.358
N 0.390 0.785 0.961 0.2 -0.1 -1.4 -0.229
H -1.358 -0.525 1.395 0.5 0.6 -0.1 0.370
H -1.682 0.881 0.294 0.5 -0.3 0.5 0.369
H -0.282 -0.274 -1.525 -0.2 -0.2 0.6 0.289
H -0.069 -1.604 -0.375 0.3 -0.5 -0.1 0.347
H -2.739 -0.627 -1.663 1.0 -0.7 0.6 0.309
H -2.697 -1.867 -0.416 0.2 0.2 0.6 0.351
H -1.981 -2.173 -1.872 0.7 -1.1 -1.3 0.403
H 0.726 1.407 0.110 -0.8 -0.6 1.9 0.347
H 1.099 0.020 0.983 -0.1 0.5 0.6 0.315
H 0.421 1.312 1.888 -0.2 -0.8 -1.7 0.379
H 2.431 -2.042 1.876 -0.1 -1.7 0.5 0.311
H 3.484 -0.959 2.197 0.2 -0.2 0.2 0.306
O 2.694 -1.166 1.697 -0.3 1.9 -0.8 -0.647
H 0.404 2.978 -1.769 -0.1 0.2 -0.4 0.330
H 1.905 3.097 -1.430 0.0 0.1 -0.1 0.336
O 1.038 2.915 -1.057 0.0 -0.5 0.7 -0.699
```
Forces are in eV/Å.

=====

8.
A structure of composition C3H6I2S in a non-equilibrium geometry. Source: the Open Molecules 2025 dataset; level of theory: wB97M-V/def2-TZVPD.

Output
Calculated total energy: -30241.4113 eV
E_LUMO (spin up / spin down): 0.28 / -2.88 eV
Spin multiplicity: 3
F_max: 3.92 eV/A
Energy above the lowest of the compared OMol25 structures with the same formula, charge and spin: 0.000 eV

Structure (XYZ):
```
12
Properties=species:S:1:pos:R:3:forces:R:3:mulliken_charge:R:1
C 0.845 0.552 0.916 0.4 0.2 0.2 -1.183
C -1.079 0.467 -1.078 1.9 -2.2 2.6 -0.880
C -0.181 -0.420 0.425 -2.4 1.1 -2.3 -0.060
S 0.310 -2.090 0.069 -2.4 0.1 1.7 -0.003
I -1.749 -0.794 1.869 -0.3 0.6 0.3 0.102
I 2.138 -1.894 -1.438 3.0 0.3 -2.5 -0.113
H 0.366 1.505 1.156 0.0 -0.1 0.0 0.378
H 1.593 0.729 0.139 -0.1 0.0 0.1 0.355
H 1.352 0.185 1.814 0.0 0.0 -0.1 0.365
H -1.386 1.422 -0.686 -0.1 0.2 0.2 0.368
H -1.895 -0.187 -1.348 -0.1 0.0 0.0 0.339
H -0.314 0.524 -1.838 0.1 0.1 -0.1 0.333
```
Forces are in eV/Å.